Record 1
Computed, not measured: C2H9FHfO3P2 as an isolated structure, with ωB97M-V with the def2-TZVPD basis set.

E_LUMO	-20.4	eV

ORCA input file:
```
! RIJCOSX wB97M-V def2-TZVPD def2/J DEFGRID3
* xyz 4 1
C -1.922 -1.505 0.680
C -1.426 -0.870 -0.717
F -1.059 -1.977 -1.502
P 0.189 0.260 -0.295
P 2.218 1.662 0.242
O 1.670 2.703 1.114
O 3.192 0.715 1.045
O 2.846 2.187 -1.067
H -2.805 -2.251 0.588
H -2.188 -0.653 1.324
H -1.075 -1.990 1.177
H -2.231 -0.239 -1.235
H 0.308 0.721 -1.637
H 0.921 -0.898 0.064
H -0.540 0.993 0.666
H 2.657 0.078 1.562
H 2.850 3.180 -1.010
Hf -3.605 -2.117 -0.998
*
```

---

Record 2
Computed, not measured: a single C4H7N3 molecule, with ωB97M-V with the def2-TZVPD basis set.

E_LUMO	0.6	eV
structure (SMILES)	[H]/N=C(\C#C)N(C)N

ORCA input file:
```
! RIJCOSX wB97M-V def2-TZVPD def2/J DEFGRID3
* xyz 0 1
H 0.465 2.576 0.526
N -0.369 1.824 0.241
C 0.190 0.712 -0.100
C 1.555 0.150 -0.099
C 2.718 -0.252 -0.018
N -0.720 -0.325 -0.428
C -2.084 -0.024 -0.146
N -0.278 -1.630 0.330
H 3.661 -0.833 -0.219
H -2.524 -0.533 0.986
H -2.301 1.236 -0.098
H -2.567 -0.713 -0.894
H -0.568 -2.542 -0.297
H -0.878 -1.788 1.173
*
```

---

Record 3
Computed, not measured: a 7-piece molecular cluster, H14O7 overall, with ωB97M-V with the def2-TZVPD basis set.

E_LUMO	0.2	eV
structure (SMILES)	O.O.O.O.O.O.O

ORCA input file:
```
! RIJCOSX wB97M-V def2-TZVPD def2/J DEFGRID3
* xyz 0 1
O -0.382 1.331 -0.917
H -0.549 0.641 -1.486
H -1.084 1.181 -0.219
O 0.847 -1.357 2.043
H 0.130 -1.877 2.189
H 1.655 -1.884 2.236
O 3.449 1.711 0.230
H 3.981 2.472 0.320
H 2.848 1.964 -0.494
O -3.037 0.948 1.780
H -3.774 1.330 2.285
H -2.344 1.507 1.875
O -5.379 1.067 -2.749
H -5.492 1.984 -2.838
H -4.476 1.009 -3.191
O 1.481 -3.688 -1.932
H 1.263 -3.418 -0.969
H 0.676 -3.472 -2.372
O 3.375 -0.086 1.177
H 3.956 -0.467 1.938
H 2.855 -0.895 1.094
*
```

---

Record 4
Computed, not measured: a single C4H3N3O molecule, with ωB97M-V with the def2-TZVPD basis set.

E_LUMO	-1.6	eV

ORCA input file:
```
! RIJCOSX wB97M-V def2-TZVPD def2/J DEFGRID3
* xyz 0 1
C -3.143 0.250 0.075
C -1.997 -0.329 0.380
C 0.635 0.183 -0.119
C 2.196 0.047 -0.141
N -4.097 0.728 -0.353
N -1.064 -0.893 0.878
N 0.191 -0.787 0.747
O -0.170 0.754 -0.812
H 2.373 -0.926 -0.647
H 2.642 0.752 -0.853
H 2.434 0.221 0.847
*
```

---

Record 5
Computed, not measured: a 8-piece molecular cluster, C65H68ClFNO33S overall, with ωB97M-V with the def2-TZVPD basis set.

E_LUMO	-3.8	eV

ORCA input file:
```
! RIJCOSX wB97M-V def2-TZVPD def2/J DEFGRID3
* xyz 1 1
C 5.549 -1.497 -1.731
C 4.675 -0.593 -2.312
C 4.647 -0.250 -3.754
O 5.583 0.058 -4.314
O 3.404 -0.263 -4.322
C 3.235 -1.325 -5.267
C 2.892 -2.673 -4.612
C 1.713 -3.382 -5.306
C 0.441 -3.415 -4.461
C 0.674 -4.011 -3.034
C 0.554 -2.875 -2.006
C 1.043 -3.241 -0.584
C 2.535 -3.505 -0.791
N 3.246 -3.156 0.180
C 2.352 -2.684 1.250
C 2.897 -2.067 2.540
C 3.515 -0.667 2.438
C 4.682 -0.542 1.445
C 5.973 -0.007 2.076
S 6.310 1.658 1.499
O 5.607 2.552 2.315
O 6.001 1.759 0.137
Cl 8.343 1.949 1.630
C 1.122 -2.097 0.522
C 1.264 -0.661 0.006
C 0.470 0.424 0.771
C -0.688 0.973 -0.034
O -0.214 1.552 -1.257
C -0.044 -2.437 1.479
C -1.440 -2.098 0.897
C -2.508 -2.969 1.504
F -2.417 -4.277 1.047
H 5.340 -2.550 -1.767
H 6.421 -1.140 -1.190
H 3.902 -0.093 -1.732
H 4.156 -1.426 -5.834
H 2.482 -1.001 -5.975
H 2.769 -2.580 -3.539
H 3.768 -3.303 -4.766
H 1.493 -2.837 -6.219
H 1.986 -4.399 -5.571
H 0.108 -2.385 -4.342
H -0.379 -3.953 -4.924
H 1.664 -4.454 -3.062
H -0.090 -4.750 -2.816
H 1.200 -2.073 -2.362
H -0.447 -2.461 -2.033
H 0.546 -4.145 -0.238
H 3.017 -3.948 -1.647
H 4.255 -3.261 0.157
H 1.956 -3.631 1.623
H 2.127 -2.125 3.295
H 3.689 -2.732 2.890
H 3.913 -0.433 3.421
H 2.733 0.062 2.260
H 4.957 -1.464 0.948
H 4.368 0.143 0.664
H 6.004 -0.091 3.155
H 6.799 -0.607 1.704
H 0.998 -0.549 -1.038
H 2.312 -0.383 0.055
H 1.139 1.276 0.876
H 0.181 0.147 1.778
H -1.215 1.752 0.514
H -1.421 0.213 -0.297
H -0.749 1.183 -1.961
H -0.080 -3.490 1.740
H 0.019 -1.863 2.398
H -1.452 -2.118 -0.186
H -1.677 -1.105 1.256
H -2.381 -2.914 2.581
H -3.464 -2.529 1.253
C 8.728 -5.372 -1.583
C 9.776 -5.731 -2.340
C 9.842 -5.396 -3.803
O 10.822 -5.730 -4.434
C 8.713 -4.683 -4.394
C 7.671 -4.330 -3.636
C 7.620 -4.645 -2.168
O 6.647 -4.283 -1.518
O 6.620 -3.679 -4.137
O 10.805 -6.396 -1.850
H 8.671 -5.606 -0.529
H 8.762 -4.460 -5.450
H 6.015 -3.535 -3.387
H 11.424 -6.530 -2.596
C -3.706 6.326 1.278
C -2.661 5.493 1.174
C -2.608 4.200 1.932
O -1.639 3.474 1.782
C -3.715 3.874 2.815
C -4.759 4.706 2.923
C -4.827 5.988 2.146
O -5.810 6.692 2.273
O -5.790 4.451 3.716
O -1.618 5.759 0.397
H -3.757 7.260 0.735
H -3.656 2.947 3.369
H -6.404 5.205 3.611
H -1.006 5.004 0.495
C -7.313 -1.837 0.376
C -8.642 -1.750 0.499
C -9.281 -1.172 1.727
O -10.493 -1.100 1.774
C -8.410 -0.728 2.808
C -7.082 -0.821 2.682
C -6.447 -1.372 1.442
O -5.226 -1.409 1.376
O -6.248 -0.431 3.644
O -9.471 -2.163 -0.451
H -6.840 -2.247 -0.505
H -8.880 -0.330 3.696
H -5.350 -0.603 3.304
H -10.372 -1.988 -0.116
C -3.012 -6.263 5.870
C -2.485 -7.397 6.352
C -1.463 -8.181 5.581
O -1.006 -9.191 6.077
C -1.071 -7.689 4.265
C -1.602 -6.559 3.782
C -2.604 -5.762 4.568
O -3.036 -4.730 4.087
O -1.272 -6.079 2.584
O -2.828 -7.892 7.531
H -3.746 -5.690 6.418
H -0.348 -8.271 3.711
H -1.789 -5.252 2.449
H -2.306 -8.711 7.644
C -5.871 4.178 -1.365
C -5.801 2.954 -0.832
C -7.021 2.103 -0.646
O -6.879 0.990 -0.173
C -8.309 2.649 -1.038
C -8.384 3.878 -1.569
C -7.158 4.718 -1.779
O -7.284 5.817 -2.282
O -9.534 4.419 -1.939
O -4.649 2.413 -0.436
H -4.999 4.800 -1.509
H -9.182 2.032 -0.883
H -9.319 5.305 -2.292
H -4.876 1.526 -0.091
C 7.228 6.119 7.211
C 6.729 7.083 6.426
C 6.281 6.802 5.021
O 5.819 7.714 4.363
C 6.428 5.444 4.511
C 6.930 4.485 5.296
C 7.352 4.759 6.708
O 7.784 3.836 7.375
O 7.085 3.233 4.875
O 6.598 8.337 6.839
H 7.551 6.308 8.225
H 6.119 5.255 3.492
H 7.460 2.748 5.637
H 6.214 8.829 6.087
C -6.998 7.670 -6.783
C -6.608 7.119 -5.623
C -5.296 6.394 -5.499
O -4.982 5.927 -4.419
C -4.460 6.280 -6.685
C -4.853 6.828 -7.842
C -6.150 7.575 -7.961
O -6.440 8.064 -9.036
O -4.126 6.748 -8.948
O -7.350 7.180 -4.527
H -7.937 8.195 -6.885
H -3.527 5.743 -6.588
H -4.631 7.226 -9.636
H -6.847 6.711 -3.821
*
```

---

no.,HOMO level (eV),energy (hartree)
1,-24.66,-1135.6882
2,-9.19,-320.6668
3,-10.15,-534.9625
4,-9.74,-393.5841
5,-10.60,-6013.1105